2 unconnected molecules or ions with the total composition C6H14NO, computed with ωB97M-V/def2-TZVPD.

The molar mass is 116.18 g mol⁻¹. The calculation puts the energy relative to the best compared isomer or geometry (same formula, charge and spin) at 3.307 eV. For the gap between HOMO and LUMO, the calculation gives 5.17 eV. The value obtained for the LUMO energy is 3.09 eV.

The geometry in ORCA input format:
```
! wB97M-V def2-TZVPD RIJCOSX def2/J DEFGRID3
* xyz -1 1
H 1.2908 -3.0372 0.1459
H 0.6285 1.9608 -1.2230
H -1.0621 2.2227 0.3660
H 0.5085 -1.4301 2.1389
C 1.4521 -1.3383 1.5689
H -2.5982 0.1145 -0.0033
C 0.6505 1.2279 -0.4137
H 0.8948 0.2590 -0.8589
H 1.7068 -3.4572 1.8525
N 2.2293 -0.3067 1.5330
C -2.2940 1.3921 -1.7390
H -1.4132 1.7661 -2.3180
H 1.3810 1.5520 0.3230
H -2.9555 0.7396 -2.3665
C 1.8118 -2.7259 1.0579
C -0.7318 1.1851 0.2611
C -1.7639 0.4547 -0.6229
O -2.9538 2.4550 -1.2245
H 2.1881 -0.6215 0.5103
H -1.1965 -0.4053 -1.0190
H -0.6393 0.7628 1.2667
H 2.8660 -2.7700 0.7644
*
```